Entry 1:
56
Properties=species:S:1:pos:R:3 method="wB97M-V/def2-TZVPD" smiles="Cc1cc(C)c(NC(=O)Cn2nnc(C(=O)NCCc3ccccc3)c2N)c(C)c1" relative_energy_kj_mol=0.0 e_lumo_ha=0.023 charge=0 spin_multiplicity=1 gap_ev=9.14
C -6.773 -2.404 -1.817
C -5.737 -1.658 -1.034
C -4.723 -0.961 -1.671
C -3.763 -0.251 -0.963
C -2.664 0.459 -1.689
C -3.849 -0.233 0.428
N -2.895 0.473 1.208
C -2.628 1.787 1.121
O -3.157 2.569 0.359
C -1.465 2.216 2.032
N -0.258 1.745 1.415
N 0.465 0.715 1.914
N 1.420 0.461 1.113
C 1.362 1.295 0.049
C 2.252 1.295 -1.109
O 2.098 2.083 -2.035
N 3.204 0.341 -1.069
C 4.270 0.250 -2.031
C 5.622 0.653 -1.417
C 5.995 -0.291 -0.310
C 5.593 -0.043 0.997
C 5.886 -0.942 2.008
C 6.587 -2.101 1.724
C 6.993 -2.357 0.425
C 6.695 -1.459 -0.584
C 0.259 2.138 0.226
N -0.178 3.169 -0.526
C -4.852 -0.938 1.098
C -4.913 -0.922 2.596
C -5.783 -1.643 0.355
H -6.430 -2.599 -2.830
H -7.014 -3.349 -1.336
H -7.689 -1.815 -1.876
H -4.668 -0.976 -2.750
H -2.855 1.532 -1.689
H -1.702 0.287 -1.205
H -2.602 0.118 -2.719
H -2.434 -0.058 1.934
H -1.446 3.307 2.107
H -1.529 1.772 3.027
H 3.266 -0.216 -0.229
H 4.329 -0.775 -2.412
H 4.011 0.926 -2.849
H 5.543 1.672 -1.036
H 6.379 0.632 -2.204
H 5.050 0.863 1.228
H 5.565 -0.736 3.018
H 6.818 -2.802 2.512
H 7.543 -3.258 0.198
H 7.013 -1.663 -1.597
H -1.157 3.411 -0.488
H 0.284 3.220 -1.425
H -5.820 -1.406 2.946
H -4.059 -1.451 3.023
H -4.898 0.102 2.970
H -6.564 -2.187 0.866

Entry 2:
57
Properties=species:S:1:pos:R:3 method="wB97M-V/def2-TZVPD" relative_energy_kj_mol=137.5 e_lumo_ha=0.101 charge=-1 spin_multiplicity=1 gap_ev=7.67
Pt -0.075 0.208 0.005
C -0.887 0.752 3.646
Si -0.223 -0.622 2.536
C -0.352 -2.330 3.332
C 1.704 -0.385 2.729
C 2.134 -0.494 4.061
C 3.462 -0.342 4.427
C 4.417 -0.085 3.453
C 4.013 0.037 2.134
C 2.672 -0.099 1.758
Si 2.176 0.208 -0.032
C 2.770 -1.211 -1.119
C 3.049 1.765 -0.627
H -1.238 0.335 4.594
H -1.732 1.250 3.170
H -0.121 1.496 3.868
H 0.103 -2.340 4.324
H 0.178 -3.063 2.721
H -1.390 -2.653 3.411
H 1.409 -0.690 4.845
H 3.751 -0.423 5.469
H 5.461 0.031 3.723
H 4.760 0.258 1.376
H 3.811 -1.459 -0.890
H 2.707 -0.939 -2.176
H 2.158 -2.098 -0.951
H 4.135 1.633 -0.645
H 2.811 2.612 0.019
H 2.718 2.012 -1.640
N -1.170 0.299 -2.297
C -0.398 1.118 -3.121
C 0.094 0.663 -4.344
C 0.857 1.484 -5.156
C 1.120 2.788 -4.755
C 0.650 3.228 -3.527
C -0.091 2.408 -2.677
C -0.424 2.911 -1.317
C -0.878 4.228 -1.217
C -0.946 4.895 -0.006
C -0.492 4.252 1.135
C -0.069 2.933 1.051
C -0.097 2.195 -0.142
H -1.256 -0.665 -2.581
H -2.057 0.650 -1.974
H -0.148 -0.347 -4.655
H 1.234 1.109 -6.099
H 1.709 3.450 -5.377
H 0.914 4.222 -3.185
H -1.188 4.738 -2.123
H -1.325 5.909 0.036
H -0.481 4.763 2.090
H 0.284 2.438 1.947
O -2.409 -3.127 0.983
S -1.894 -1.886 0.482
O -2.687 -1.270 -0.563
O -1.811 -0.807 1.633
O -0.428 -1.973 0.116